# 1
# C37H41CaClNO6P2S3Se

A molecular structure, C37H41CaClNO6P2S3Se (the ωB97M-V functional and the def2-TZVPD basis, the OMol25 dataset).

Geometry as XYZ:
```
93
C37H41CaClNO6P2S3Se | the OMol25 dataset | the ωB97M-V functional and the def2-TZVPD basis
Ca -1.5335 1.3145 -0.7318
C 4.7916 1.7200 -1.5507
C 4.1773 0.7439 -0.5377
S 3.0101 1.3714 0.7302
C 2.5447 3.0474 0.2451
C 1.9172 3.2653 -1.1381
S 1.4052 1.7411 -1.9872
C 1.8379 2.2160 -3.6766
C 3.3195 2.5025 -3.9025
S 4.5045 1.2757 -3.2967
H 5.8767 1.7023 -1.4493
H 4.4916 2.7528 -1.3911
H 4.9773 0.2809 0.0415
H 3.6588 -0.0368 -1.0910
H 3.4047 3.7068 0.3689
H 1.8192 3.2979 1.0208
H 2.6407 3.7589 -1.7813
H 1.0403 3.9024 -1.0576
H 1.2498 3.0867 -3.9763
H 1.5232 1.3766 -4.2956
H 3.6077 3.4769 -3.5090
H 3.5047 2.5449 -4.9780
Cl -2.0322 0.2612 2.4234
C -0.9466 -0.9659 2.9847
C -0.7109 -1.0729 4.3449
C 0.1510 -2.0545 4.8059
C 0.7628 -2.9171 3.9094
C 0.5080 -2.8026 2.5509
C -0.3520 -1.8234 2.0568
P -0.7845 -1.6034 0.2783
C 0.4542 -2.7281 -0.4652
C 0.1622 -3.9679 -1.0213
C 1.1738 -4.7420 -1.5799
C 2.4846 -4.2894 -1.5787
C 2.7836 -3.0485 -1.0275
C 1.7720 -2.2736 -0.4862
C -2.3381 -2.5611 0.1578
C -2.5863 -3.7064 0.9179
C -3.7876 -4.3821 0.7865
C -4.7587 -3.9143 -0.0950
C -4.5237 -2.7754 -0.8472
C -3.3133 -2.1052 -0.7225
H -1.1917 -0.3822 5.0242
H 0.3439 -2.1414 5.8677
H 1.4377 -3.6846 4.2665
H 0.9866 -3.4858 1.8607
H -0.8575 -4.3334 -1.0176
H 0.9328 -5.7041 -2.0150
H 3.2695 -4.8955 -2.0133
H 3.8026 -2.6810 -1.0334
H 1.9912 -1.2989 -0.0651
H -1.8426 -4.0664 1.6188
H -3.9739 -5.2683 1.3809
H -5.7046 -4.4355 -0.1803
H -5.2685 -2.3622 -1.5143
H -3.1620 -1.2090 -1.3103
O -1.1535 5.5495 0.3965
C -1.0703 4.3405 0.5843
O -0.9694 3.4163 -0.2834
C -1.0268 3.8949 2.0435
C -1.9542 4.4543 2.9642
C -1.8816 4.0924 4.2706
C -0.8530 3.2110 4.6945
C -0.6769 2.8131 6.0392
C 0.3516 1.9822 6.3900
C 1.2451 1.5076 5.4061
C 1.0877 1.8651 4.0961
C 0.0346 2.7272 3.7116
N -0.0863 3.0576 2.3932
H -2.6951 5.1460 2.5902
H -2.5870 4.4748 4.9998
H -1.3677 3.1843 6.7878
H 0.4832 1.6871 7.4236
H 2.0520 0.8432 5.6897
H 1.7526 1.4952 3.3246
C -1.7550 -2.3259 -3.9722
P -0.7156 -0.9280 -3.3868
C 0.9277 -1.5124 -3.9895
C -1.1269 0.2920 -4.6937
H -1.6140 -2.5013 -5.0420
H -2.8036 -2.0921 -3.7812
H -1.4990 -3.2324 -3.4237
H 0.9138 -1.6982 -5.0673
H 1.1914 -2.4372 -3.4752
H 1.7078 -0.7821 -3.7592
H -0.8543 -0.0803 -5.6852
H -0.6244 1.2399 -4.5007
H -2.1936 0.5002 -4.6325
O -5.1279 -0.0121 -2.2440
Se -4.2669 1.2534 -1.7138
O -3.6478 0.9369 -0.1819
O -2.8143 1.3411 -2.5498
O -5.0331 2.6685 -1.7416
```

Computed properties:
highest occupied orbital energy = -5.909 eV
net charge = -1
max |F| = 0.59 eV/Å
energy above the lowest of the compared OMol25 structures with the same formula, charge and spin = 1.111 eV
LUMO energy = 1.96 eV
energy = -200205.6892 eV
orbital gap = 7.9 eV

=====

# 2
# C3H8N

A molecular structure, C3H8N at a distorted geometry (the ωB97M-V functional and the def2-TZVPD basis, the OMol25 dataset).

Geometry as XYZ:
```
12
C3H8N | the OMol25 dataset | the ωB97M-V functional and the def2-TZVPD basis
C 2.7807 -3.1837 3.3860
C 2.4890 -1.7240 3.4409
C 3.5119 -0.7611 3.5732
N 4.7264 -1.1939 3.7798
H 3.0815 -3.6616 4.3343
H 3.5505 -3.4150 2.6482
H 1.8568 -3.6930 3.0531
H 1.4924 -1.4554 3.7779
H 3.2432 0.2724 3.8487
H 5.4245 -0.4763 3.6058
H -15.8689 9.3027 -17.6909
H -16.2880 9.9889 -17.7570
```

Computed properties:
highest occupied orbital energy = -14.569 eV
net charge = +1
max |F| = 4.15 eV/Å
energy above the lowest of the compared OMol25 structures with the same formula, charge and spin = 4.350 eV
LUMO energy = -8.61 eV
energy = -4719.0771 eV
orbital gap = 6.0 eV

=====

# 3
# C22H25IIrN9OPS3

A molecular structure, C22H25IIrN9OPS3 at a distorted geometry (the ωB97M-V functional and the def2-TZVPD basis, the OMol25 dataset).

Geometry as XYZ:
```
63
C22H25IIrN9OPS3 | the OMol25 dataset | the ωB97M-V functional and the def2-TZVPD basis
Ir -0.1355 -0.9571 -0.3295
C 4.8242 1.8677 -0.5257
N 3.4938 1.4371 -0.9588
C 2.8784 1.8321 -2.1077
C 1.6641 1.2188 -2.1223
N 1.5250 0.4424 -0.9988
C 2.6487 0.6060 -0.3075
P 2.9843 0.0917 1.3882
C 2.3939 -1.6132 1.3887
N 1.1758 -2.0220 1.0360
C 1.0525 -3.3162 1.4698
C 2.2089 -3.6810 2.0873
N 3.0439 -2.6058 2.0305
C 4.3873 -2.5507 2.6069
C 1.4375 0.7227 2.0990
N 0.2169 0.3877 1.6878
C -0.6420 0.9137 2.6187
C 0.0676 1.5910 3.5641
N 1.3817 1.4650 3.2247
C 2.5096 2.0100 3.9771
H 5.2554 2.4715 -1.3182
H 5.4624 1.0051 -0.3525
H 4.7558 2.4663 0.3796
H 3.3421 2.5072 -2.8057
H 0.8954 1.3493 -2.8564
H 0.1697 -3.9066 1.3198
H 2.4951 -4.6081 2.5523
H 4.6769 -3.5608 2.8800
H 4.3967 -1.9240 3.4961
H 5.0938 -2.1686 1.8749
H -1.6983 0.7520 2.5901
H -0.2483 2.1295 4.4406
H 2.1148 2.6156 4.7872
H 3.1242 2.6384 3.3370
H 3.1120 1.2074 4.3971
S -0.8769 -5.1315 -1.7384
C -0.6719 -3.6442 -1.1851
S -1.6076 -2.7032 -0.0361
S 0.6797 -2.5724 -1.6476
N -4.2143 1.1399 1.3051
C -3.1226 1.2552 0.5322
O -2.2784 0.3619 0.5109
C -3.0921 2.5271 -0.2832
I -1.1587 3.1707 -0.8230
H -4.3697 0.2827 1.8119
H -4.9266 1.8496 1.3341
H -3.5457 3.3448 0.2711
H -3.6617 2.3638 -1.1981
N -1.6554 0.0157 -4.1430
C -0.7799 -0.3479 -3.2095
N -1.3355 -0.5327 -2.0276
C -2.7264 -0.3618 -2.2350
C -3.8561 -0.6227 -1.4532
C -5.0963 -0.3901 -2.0086
C -5.2535 0.0752 -3.3240
C -4.1578 0.2730 -4.1330
C -2.9138 0.0234 -3.5634
H -1.4400 0.1531 -5.1176
H 0.2515 -0.5495 -3.4343
H -3.7733 -1.0194 -0.4559
H -5.9785 -0.5979 -1.4179
H -6.2469 0.2439 -3.7154
H -4.2561 0.5786 -5.1657
```

Computed properties:
spin multiplicity = 2
highest occupied orbital energy (spin up / spin down) = -13.359 / -13.306 eV
net charge = +2
max |F| = 1.55 eV/Å
energy above the lowest of the compared OMol25 structures with the same formula, charge and spin = 2.157 eV
LUMO energy (spin up / spin down) = -5.52 / -7.73 eV
energy = -91400.8148 eV
orbital gap (spin up / spin down) = 7.8 / 5.6 eV

=====

# 4
# C35H52F4N4P2PdSi

A molecular structure, C35H52F4N4P2PdSi (the ωB97M-V functional and the def2-TZVPD basis, the OMol25 dataset).

Geometry as XYZ:
```
99
C35H52F4N4P2PdSi | the OMol25 dataset | the ωB97M-V functional and the def2-TZVPD basis
Pd 0.0194 -0.3554 0.1891
C -2.8688 -0.8226 1.3173
C -3.1047 -0.7117 -0.1808
N -1.8744 -0.8023 -1.0029
C -1.9860 -0.0262 -2.2634
C -2.4093 1.4197 -2.0819
C -1.5407 -2.2150 -1.3021
C -0.2516 -2.3628 -2.0952
N 0.8503 -1.6667 -1.4306
C 2.0777 -1.6628 -1.9420
C 3.1164 -1.0740 -1.1573
F 2.8116 -0.5959 0.0614
C 4.4160 -1.0160 -1.5818
F 5.3283 -0.4561 -0.7926
C 4.7864 -1.5422 -2.8152
C 3.8138 -2.1368 -3.6031
F 4.1388 -2.6512 -4.7793
C 2.5009 -2.2116 -3.1950
F 1.6263 -2.7947 -4.0090
H -3.8124 -1.1118 1.7781
H -2.1593 0.2390 3.0418
H -2.1776 -1.6460 1.5030
H -3.5791 0.2438 -0.3950
H -3.7953 -1.4936 -0.5144
H -2.6800 -0.5526 -2.9303
H -1.0083 -0.0437 -2.7430
H -3.4864 1.5350 -1.9751
H -2.1083 1.9954 -2.9561
H -1.9251 1.8492 -1.2052
H -2.3513 -2.6823 -1.8742
H -1.4603 -2.7444 -0.3510
H -0.3792 -1.9928 -3.1114
H -0.0261 -3.4283 -2.1931
H 5.8136 -1.4987 -3.1515
C 1.5249 -3.1421 1.5477
P 0.4879 -1.8006 2.2132
C 1.7583 -0.5434 2.7144
N 2.8691 -1.0717 3.1725
C 3.8676 -0.2658 3.5932
C 5.0607 -0.8312 4.1058
C 6.0500 -0.0030 4.5408
C 5.9016 1.4103 4.4866
C 4.7641 1.9787 3.9999
C 3.7211 1.1386 3.5405
N 2.5882 1.6773 3.0432
C 1.6337 0.8859 2.6204
P 0.2209 1.9218 2.0108
C -0.1151 2.9630 3.4448
C 0.8148 3.0554 0.6534
C -0.3869 3.9257 0.2687
C 1.9451 3.9782 1.1222
C 1.2960 2.2715 -0.5739
C -0.1506 -2.5252 3.8316
C -1.2375 -3.5533 3.4908
C -0.7364 -1.4243 4.7188
C 0.9896 -3.2276 4.5745
H 2.3943 -3.2911 2.1847
H 1.8471 -2.9009 0.5381
H 0.9339 -4.0581 1.5134
H 5.1550 -1.9074 4.1477
H 6.9624 -0.4225 4.9425
H 6.7061 2.0400 4.8416
H 4.6350 3.0514 3.9583
H 0.8102 3.4429 3.7586
H -0.4888 2.3379 4.2569
H -0.8642 3.7148 3.2008
H -0.7077 4.5622 1.0933
H -1.2373 3.3413 -0.0708
H -0.0814 4.5853 -0.5457
H 1.6095 4.6632 1.9011
H 2.2465 4.5845 0.2656
H 2.8169 3.4361 1.4841
H 0.5900 1.4790 -0.8838
H 2.2679 1.8114 -0.3929
H 1.3901 2.9547 -1.4196
H -2.0652 -3.1212 2.9305
H -1.6469 -3.9485 4.4227
H -0.8392 -4.4016 2.9324
H -1.7189 -1.1086 4.3723
H -0.0841 -0.5505 4.7980
H -0.8672 -1.8185 5.7277
H 1.3797 -4.0791 4.0190
H 0.5783 -3.6108 5.5107
H 1.8156 -2.5592 4.8153
C -3.7783 3.2058 1.1114
Si -3.8168 1.7478 2.2622
C -3.6954 2.3371 4.0255
C -5.4265 0.8358 2.0477
C -2.3490 0.4716 1.9848
C -1.0677 0.9469 1.4076
H -4.6296 3.8496 1.3466
H -3.8668 2.9230 0.0605
H -2.8804 3.8068 1.2352
H -4.6242 2.8406 4.3031
H -2.8880 3.0537 4.1802
H -3.5574 1.5081 4.7237
H -6.2437 1.5436 2.2070
H -5.5486 0.0360 2.7808
H -5.5593 0.4116 1.0509
```

Computed properties:
spin multiplicity = 5
highest occupied orbital energy (spin up / spin down) = -12.308 / -14.106 eV
net charge = +2
max |F| = 0.72 eV/Å
LUMO energy (spin up / spin down) = -5.69 / -7.68 eV
energy = -83888.5636 eV
orbital gap (spin up / spin down) = 6.6 / 6.4 eV

=====

# 5
# C4H9N2O

A gas-phase ion, C4H9N2O (charge +1) at a distorted geometry (the ωB97M-V functional and the def2-TZVPD basis, the OMol25 dataset).

Geometry as XYZ:
```
16
C4H9N2O | the OMol25 dataset | the ωB97M-V functional and the def2-TZVPD basis
C -0.7188 -0.6328 -0.1409
C -0.3858 0.4276 0.8911
C 0.6888 1.4106 0.3261
C 1.6461 -1.3221 -0.0665
N 0.2810 -1.3178 -0.6436
N -1.9865 -0.7381 -0.5645
O 2.2724 -2.0572 -0.8634
H -1.4098 0.9020 1.1695
H 0.0082 -0.1385 1.6666
H 0.3263 2.3183 0.7403
H 1.7628 1.0466 0.5009
H 0.5728 1.5446 -0.6999
H 0.0248 -1.9243 -1.4624
H -2.5435 -0.0364 -0.1194
H -2.1668 -1.3026 -1.3795
H 3.1711 -2.0155 -0.5235
```

Computed properties:
highest occupied orbital energy = -14.359 eV
net charge = +1
max |F| = 3.59 eV/Å
energy above the lowest of the compared OMol25 structures with the same formula, charge and spin = 2.950 eV
LUMO energy = -4.13 eV
energy = -9313.0653 eV
orbital gap = 10.2 eV